DFT (ωB97M-V with the def2-TZVPD basis set) results for one molecule with the formula C6H10NOP in a non-equilibrium geometry.

```
19
Properties=species:S:1:pos:R:3
O 0.6891 3.0915 0.7252
C 0.1482 2.3213 1.6983
C 0.5078 0.9192 1.4391
N -0.5590 0.2640 0.6549
C -0.3828 -0.6451 -0.3535
P -1.7976 -1.4470 -1.2023
C -0.6409 -2.4672 -2.0939
C 0.6592 -2.0721 -1.9714
C 0.7837 -1.0616 -0.9019
H 0.2827 3.0112 -0.2374
H 0.6514 2.6516 2.6669
H -0.9522 2.3753 1.7834
H 1.4967 0.9113 0.9885
H 0.6105 0.2200 2.3031
H -1.4895 0.7460 0.8472
H -2.2275 -2.5008 -0.3004
H -0.9954 -3.1996 -2.8518
H 1.4040 -2.2720 -2.6632
H 1.8117 -0.8459 -0.5309
```

Properties
Total charge: 0
LUMO energy (eV): 0.730
Energy relative to the best compared isomer or geometry (same formula, charge and spin) (kcal per mole): 45.8
HOMO (eV): -7.39
SMILES: OCCNC1=[PH]=CC=C1
Total energy (eV): -19207.92082

---

DFT (ωB97M-V with the def2-TZVPD basis set) results for a 2-piece molecular cluster, C5H13NO2 overall in a non-equilibrium geometry.

```
21
Properties=species:S:1:pos:R:3
C -0.1741 -1.8826 -1.5268
N 0.6025 -0.8535 -0.8369
C 0.1381 -0.0105 0.1551
O 0.9308 0.8827 0.4759
C -1.3065 0.0853 0.6610
C -1.4433 -0.8953 1.8441
C -1.8529 1.5112 0.9144
H -0.1782 -1.6082 -2.5735
H -1.1137 -2.0447 -0.9359
H 0.1032 -2.9214 -1.3789
H 1.6041 -0.8045 -0.7262
H -1.9405 -0.4171 -0.0570
H -0.6111 -0.6821 2.5880
H -2.2287 -0.6648 2.6058
H -1.3766 -1.9438 1.5465
H -2.5837 1.4364 1.7425
H -2.0208 1.8532 -0.1022
H -0.9367 2.1413 1.0887
O 2.8650 1.2181 -1.3851
H 2.8199 1.1781 -0.4181
H 1.9309 1.0936 -1.5943
```

Properties
Total charge: 0
LUMO energy (eV): 0.665
Energy relative to the best compared isomer or geometry (same formula, charge and spin) (kcal per mole): 45.1
HOMO (eV): -9.98
SMILES: CNC(=O)C(C)C.O
Total energy (eV): -10979.92385

---

DFT (ωB97M-V with the def2-TZVPD basis set) results for a 2-piece molecular cluster, C3H10N3 overall in a non-equilibrium geometry.

```
16
Properties=species:S:1:pos:R:3
C -2.0500 -1.5853 0.0269
C -1.9947 -1.4243 -1.4674
C -0.1586 0.1681 -0.4816
N -1.0946 -0.7231 -0.5723
N 0.4067 0.5667 0.6316
N 2.7326 1.8404 0.9307
H -2.8108 -1.0699 0.4223
H -1.5280 -2.3966 0.6695
H -1.4937 -2.1752 -2.0325
H -2.9261 -1.0681 -1.8910
H 0.2591 0.4415 -1.4982
H 1.4447 0.7778 0.6796
H 0.1413 0.0829 1.4666
H 2.6713 1.9459 1.9376
H 2.6128 2.7013 0.2886
H 3.7881 1.9178 0.8896
```

Properties
Total charge: +1
LUMO energy (eV): -3.003
Energy relative to the best compared isomer or geometry (same formula, charge and spin) (kcal per mole): 71.6
HOMO (eV): -14.64
Total energy (eV): -7735.16137

---

DFT (ωB97M-V with the def2-TZVPD basis set) results for C25H14AuCl5FN2O2 as an isolated structure in a non-equilibrium geometry.

```
50
Properties=species:S:1:pos:R:3
Au 1.2278 -0.0164 -0.1196
Cl 4.1968 0.7033 -0.3568
C 3.2329 2.1230 -0.2526
C 1.8602 1.9722 -0.2757
C 1.0547 3.0907 -0.1711
Cl -0.6551 2.9878 -0.2554
C 1.6248 4.3604 0.0064
Cl 0.6185 5.7386 0.1713
C 3.0130 4.4977 0.0290
Cl 3.7164 6.0348 0.2744
C 3.8319 3.3769 -0.1367
Cl 5.5322 3.5414 -0.1813
O -3.6651 -0.0135 -5.6823
C -4.2886 0.0778 -4.5074
O -5.4831 0.1057 -4.4294
C -3.4214 0.1332 -3.2739
C -2.0283 0.1591 -3.3038
C -1.3176 0.1865 -2.1241
C -1.9586 0.1753 -0.8797
C -3.3608 0.1819 -0.8550
C -4.0686 0.1597 -2.0380
N -1.1438 0.1586 0.2372
C -1.4765 0.0443 1.4599
C -0.4831 0.0599 2.5288
C -0.8782 0.1059 3.8678
C 0.0996 0.0971 4.8509
C 1.4361 0.0532 4.4820
C 1.7447 0.0385 3.1289
N 0.8095 0.0377 2.2013
H -2.7006 -0.0369 -5.6254
H -1.4710 0.1636 -4.2314
H -0.2335 0.2035 -2.1454
H -3.8934 0.2029 0.0833
H -5.1480 0.1583 -2.0423
H -2.5088 -0.0661 1.7876
H -1.9237 0.1551 4.1321
H -0.1762 0.1219 5.8947
H 2.2256 0.0222 5.2159
H 2.7682 0.0266 2.7806
F 1.1387 -6.1721 0.2121
C 1.1769 -4.8422 0.0948
C 2.3962 -4.1944 0.2038
C 2.4299 -2.8148 0.0527
C 1.2558 -2.1345 -0.1906
C 0.0439 -2.7862 -0.3057
C -0.0050 -4.1625 -0.1455
H 3.2981 -4.7562 0.3960
H 3.3760 -2.3050 0.1439
H -0.8768 -2.2593 -0.4924
H -0.9416 -4.6954 -0.2161
```

Properties
Total charge: +1
LUMO energy (alpha / beta) (eV): -6.437 / -6.434
HOMO (alpha / beta) (eV): -11.70 / -11.70
Total energy (eV): -102239.98961

---

DFT (ωB97M-V with the def2-TZVPD basis set) results for one molecule with the formula C4H8N2O in a non-equilibrium geometry.

```
15
Properties=species:S:1:pos:R:3
C -1.9120 1.0603 0.3155
N -0.4561 0.9758 0.2780
C 0.0604 -0.1515 -0.4621
C -0.1977 -1.4685 0.1683
N -0.1935 -2.5077 0.6807
C 1.5988 -0.0549 -0.6285
O 2.3151 -0.6711 0.4016
H -2.2678 1.2471 -0.7079
H -2.4263 0.1491 0.6886
H -2.1984 1.9224 0.9366
H -0.0606 0.9913 1.2128
H -0.4170 -0.1480 -1.4478
H 1.8394 1.0067 -0.5660
H 1.8863 -0.4629 -1.6013
H 2.0002 -1.5865 0.4870
```

Properties
Total charge: 0
LUMO energy (eV): 0.883
Energy relative to the best compared isomer or geometry (same formula, charge and spin) (kcal per mole): 44.0
HOMO (eV): -9.78
SMILES: CN[C@H](C#N)CO
Total energy (eV): -9304.48314